# 1
DFT (ωB97M-V/def2-TZVPD) results for a 11-piece molecular cluster, C40H60ClO24 overall in a non-equilibrium geometry.

The geometry in XYZ format:
```
125
C40H60ClO24 | the Open Molecules 2025 dataset | ωB97M-V/def2-TZVPD
Cl 0.67 0.66 -0.02
O -6.08 0.29 3.82
O -2.46 -3.77 4.87
O -5.14 0.23 -2.25
O 6.50 2.08 1.16
O -2.99 5.01 1.58
O 4.76 -5.93 -0.85
O -2.73 5.50 -0.58
O 0.76 -2.91 -2.10
O -1.34 -3.20 3.02
O 0.22 -4.44 -0.57
O 0.30 1.14 6.10
O 1.11 -0.63 0.47
O 5.02 2.43 2.79
O 0.35 4.11 -5.51
O -4.20 -0.15 2.70
O 4.58 -3.70 -0.82
O 1.10 1.72 0.87
O 1.18 0.95 -1.34
O -0.79 0.62 -0.10
O 3.21 -0.86 -4.77
O 1.29 2.87 5.10
O -7.05 0.62 -1.18
O 1.94 3.23 -4.21
O 4.43 0.41 -6.14
C -5.52 -0.27 2.92
C 3.27 -1.36 -3.43
C -1.45 -2.85 -1.36
C -6.13 -1.19 1.89
C 4.35 -0.23 -5.13
C 0.86 3.14 -4.71
C 3.45 -4.83 0.92
C -0.13 1.99 -4.61
C -0.02 -3.31 2.48
C -6.00 1.02 -1.57
C -0.86 0.31 5.87
C -3.89 2.16 -1.71
C 4.31 -4.95 -0.34
C -0.76 4.91 0.60
C 4.70 0.48 1.53
C 0.09 -1.88 -2.86
C -1.39 -2.20 -2.75
C -0.57 1.75 3.97
C -3.71 -1.03 1.68
C -4.94 -1.71 1.07
C 0.88 -3.58 3.69
C 5.53 1.73 1.76
C 4.70 -1.10 -2.92
C -0.10 -3.52 -1.26
C -0.06 -4.28 4.66
C 5.44 -0.46 -4.09
C -0.46 4.88 -0.91
C 4.14 -2.70 0.09
C 3.07 -3.36 0.96
C -0.92 3.75 -6.03
C 3.93 1.74 3.43
C -1.12 0.38 4.37
C 0.46 2.00 5.07
C -3.99 0.99 -2.70
C -1.65 5.63 -1.52
C -5.35 2.36 -1.26
C -1.43 -3.74 4.26
C -2.26 5.11 0.64
C 3.91 0.32 2.84
C -1.41 2.58 -5.15
H 5.29 -0.36 1.20
H 2.99 -2.40 -3.29
H -0.59 -0.43 3.87
H -5.84 3.17 -1.80
H 4.10 -5.16 1.73
H -2.11 1.89 -5.62
H -1.36 2.49 4.09
H -0.15 1.69 -3.56
H 0.11 -4.04 5.71
H -6.86 -0.74 1.22
H -4.23 1.28 -3.72
H -1.98 3.01 -4.31
H -0.54 3.93 1.03
H -0.73 3.35 -7.03
H -1.60 4.60 -6.02
H 4.38 -0.41 3.50
H 4.20 1.71 4.48
H -3.10 0.38 -2.60
H -4.84 -2.80 1.13
H 2.56 -0.74 -2.88
H -1.54 -2.09 -0.58
H 2.63 -5.53 0.80
H -3.15 -0.43 0.96
H 0.40 -1.93 -3.90
H -5.06 -1.52 0.01
H 0.28 1.16 -5.19
H 0.00 1.73 3.05
H -1.76 -2.89 -3.52
H -1.41 6.69 -1.65
H 3.71 -1.87 -0.47
H -0.43 3.86 -1.28
H -1.96 5.20 -2.47
H 4.96 -2.35 0.72
H -3.29 1.83 -0.87
H 0.01 -4.09 1.71
H -6.63 -2.01 2.40
H -2.03 -1.32 -2.79
H 5.20 -2.00 -2.56
H -2.28 -3.54 -1.19
H 5.81 0.54 -3.86
H -5.43 2.52 -0.19
H -3.01 -1.69 2.18
H 3.96 0.79 0.78
H 0.29 -0.89 -2.46
H 2.91 -0.03 2.61
H 4.56 -0.40 -2.10
H -0.17 5.66 1.13
H -2.18 0.26 4.16
H -1.67 0.78 6.44
H 2.98 2.26 3.30
H 0.47 5.38 -1.17
H 3.23 -2.99 1.98
H 1.27 -2.64 4.09
H -3.44 3.05 -2.15
H 6.21 -1.11 -4.50
H 1.77 -4.15 3.44
H -0.72 -0.69 6.27
H 0.24 -2.37 1.99
H -0.09 -5.37 4.57
H 2.03 -3.15 0.73
```

Properties
* total charge: -1
* energy relative to the best compared isomer or geometry (same formula, charge and spin): 0.0 kJ/mol

# 2
DFT (ωB97M-V/def2-TZVPD) results for C11H13O2P as an isolated structure in a non-equilibrium geometry.

The geometry in XYZ format:
```
27
C11H13O2P | the Open Molecules 2025 dataset | ωB97M-V/def2-TZVPD
P -0.15 -1.40 -0.10
O -0.46 -2.84 0.12
O 2.18 -1.17 -2.21
C 1.80 0.38 1.02
C -1.65 0.96 -0.74
C -3.95 1.02 0.04
C -1.60 -0.46 -0.43
C -3.96 -0.33 0.14
C 1.92 -0.86 -1.13
C 0.67 -0.45 1.34
C 2.73 -0.28 -0.02
C -2.77 -1.09 0.00
C 3.88 0.47 -0.67
C -2.79 1.64 -0.56
H -2.72 -2.21 0.02
H -2.86 2.71 -0.77
H 3.05 -1.21 0.45
H 2.33 0.64 1.94
H -0.03 0.13 1.92
H 0.97 -1.21 2.05
H 3.53 1.47 -0.73
H 4.10 0.13 -1.66
H 1.53 1.33 0.55
H -4.84 1.61 0.31
H 4.67 0.56 -0.01
H -4.87 -0.93 0.33
H -0.71 1.39 -1.20
```

Properties
* energy relative to the best compared isomer or geometry (same formula, charge and spin): 0.0 kJ/mol

# 3
DFT (ωB97M-V/def2-TZVPD) results for a 2-piece molecular cluster, C2H7N overall in a non-equilibrium geometry.

The geometry in XYZ format:
```
10
C2H7N | the Open Molecules 2025 dataset | ωB97M-V/def2-TZVPD
N 1.32 -0.58 2.20
C -0.32 0.06 -1.52
C -1.21 1.06 -1.43
H 0.96 -0.97 3.09
H -1.23 1.89 -2.04
H 0.49 -0.40 1.67
H 0.61 0.18 -2.15
H -1.99 0.91 -0.69
H -0.42 -0.82 -0.97
H 1.78 -1.34 1.83
```

Properties
* SMILES: C=C.N
* energy relative to the best compared isomer or geometry (same formula, charge and spin): 102.6 kJ/mol

# 4
DFT (ωB97M-V/def2-TZVPD) results for one molecule with the formula C4H9NO.

The geometry in XYZ format:
```
15
C4H9NO | the Open Molecules 2025 dataset | ωB97M-V/def2-TZVPD
O -0.17 -1.06 1.07
N -1.25 0.31 -0.38
C 2.39 -0.29 0.24
C -0.13 -0.17 0.25
C 1.17 0.50 -0.19
C -2.57 -0.17 -0.07
H -3.15 -0.30 -0.99
H -3.12 0.52 0.59
H 2.42 -0.41 1.32
H 1.19 1.51 0.25
H 2.39 -1.29 -0.20
H -2.47 -1.13 0.43
H 3.31 0.22 -0.08
H -1.15 1.11 -0.98
H 1.15 0.64 -1.27
```

Properties
* SMILES: CCC(=O)NC
* energy relative to the best compared isomer or geometry (same formula, charge and spin): 25.9 kJ/mol

# 5
DFT (ωB97M-V/def2-TZVPD) results for a 9-piece molecular cluster, C27H81O36P9 overall in a non-equilibrium geometry.

The geometry in XYZ format:
```
153
C27H81O36P9 | the Open Molecules 2025 dataset | ωB97M-V/def2-TZVPD
P 5.93 29.18 7.17
P 14.35 26.15 2.54
P 1.51 24.38 0.37
P 7.50 25.73 1.77
P 1.02 22.17 6.85
P 3.14 17.25 4.19
P 7.18 22.37 5.44
P 8.79 16.29 1.81
P 9.13 16.72 8.31
O 1.81 24.02 -1.06
O 9.22 18.31 8.57
O 9.05 17.76 2.48
O 14.48 27.13 3.85
O 10.32 15.94 8.76
O 7.75 16.26 8.99
O 6.31 30.46 7.75
O 4.82 29.33 6.07
O 9.95 15.64 1.15
O 6.63 23.55 6.22
O 3.78 16.84 2.72
O 8.57 26.94 1.99
O 3.46 15.99 5.13
O 8.43 24.47 1.89
O 3.55 18.64 4.66
O 5.29 28.15 8.24
O 6.34 25.76 2.71
O 7.46 16.42 0.86
O 0.10 22.80 8.02
O 1.04 23.10 1.31
O 2.13 23.33 6.52
O 8.69 22.65 4.80
O 0.44 25.59 0.58
O 15.51 25.04 2.72
O 8.24 15.40 3.05
O 13.00 25.32 2.81
O 2.77 24.97 1.23
O 7.17 25.88 0.19
O 1.55 17.07 3.86
O 7.40 20.95 6.25
O 6.28 21.91 4.15
O 0.28 21.77 5.59
O 14.40 26.82 1.24
O 7.03 28.26 6.37
O 1.94 21.02 7.63
O 8.82 16.62 6.72
C -0.66 23.97 7.72
C 8.09 26.04 -0.88
C 9.74 23.21 5.62
C 7.83 23.18 1.63
C 0.52 23.37 2.70
C 9.84 16.71 5.73
C 6.81 15.28 0.27
C 3.79 24.06 1.55
C 7.11 15.90 3.81
C 4.09 17.74 1.70
C 6.70 26.90 6.03
C 4.92 30.00 4.84
C 14.43 26.61 5.17
C 3.14 16.09 6.51
C 6.54 16.92 8.55
C 2.95 23.89 7.50
C 8.14 28.33 2.15
C 0.42 17.22 4.71
C 11.71 25.93 2.60
C 9.53 18.69 1.51
C 4.02 28.47 8.86
C 15.76 24.15 1.64
C 7.97 19.80 5.62
C 1.30 20.07 8.46
C 10.48 18.93 8.46
C -0.87 25.37 0.17
C 5.00 21.40 4.28
H -1.54 25.88 0.86
H -1.62 23.98 8.24
H 8.58 28.97 1.38
H 8.16 22.56 2.46
H 10.26 23.97 5.03
H 0.59 17.27 5.78
H 9.34 23.74 6.48
H 1.75 19.10 8.24
H -1.19 24.35 0.36
H -0.32 18.02 4.59
H 4.00 30.51 4.58
H 3.57 29.43 8.63
H 6.75 14.49 1.02
H 7.66 18.82 5.98
H 9.53 17.36 4.91
H 10.92 19.11 9.44
H 10.44 22.42 5.88
H 7.65 26.36 6.03
H 2.24 15.49 6.60
H 5.05 29.25 4.05
H 4.22 18.76 2.06
H 9.05 19.76 5.46
H 9.10 25.77 -0.57
H 6.75 17.61 7.73
H 11.27 18.34 8.00
H 6.76 23.17 1.44
H 11.03 25.75 3.43
H -0.94 24.02 6.67
H 6.07 17.43 9.39
H 7.81 25.26 -1.60
H -1.12 25.63 -0.85
H 8.71 19.41 1.40
H 4.95 20.40 3.84
H 11.77 27.00 2.39
H 1.49 20.28 9.51
H 2.91 17.10 6.83
H 10.07 15.75 5.29
H 2.97 24.98 7.47
H 4.12 24.07 2.59
H 2.65 23.54 8.49
H 15.10 24.38 0.80
H 4.66 24.21 0.92
H 6.29 15.19 3.75
H 16.79 24.22 1.31
H 3.22 27.82 8.50
H 14.05 25.60 5.05
H 8.03 27.01 -1.37
H 6.36 26.92 4.99
H 7.45 16.11 4.82
H 10.40 19.90 7.97
H 0.91 24.25 3.21
H 15.57 23.11 1.92
H 5.01 17.50 1.17
H 10.84 16.91 6.11
H 15.37 26.73 5.71
H 13.66 27.07 5.80
H 4.22 22.00 3.82
H 5.78 16.25 8.14
H 4.75 21.22 5.33
H 3.25 17.81 1.01
H 3.93 15.64 7.12
H 0.64 22.56 3.41
H 5.76 30.69 4.87
H -0.13 24.88 8.02
H 4.05 28.37 9.95
H 8.22 22.77 0.69
H 7.06 28.31 2.12
H 4.01 23.65 7.41
H 11.19 25.52 1.73
H 9.80 18.24 0.56
H -0.53 23.63 2.59
H 0.24 20.12 8.21
H 10.38 19.23 1.95
H -0.28 16.39 4.60
H 5.74 15.45 0.11
H 3.48 23.02 1.45
H 6.09 26.38 6.76
H 7.59 19.66 4.61
H 7.23 14.94 -0.68
H 6.76 16.84 3.38
H 8.41 28.63 3.16
```

Properties
* total charge: -1
* 2S+1: 2
* calculated total energy: -6858.8315 Ha

# 6
DFT (ωB97M-V/def2-TZVPD) results for one molecule with the formula C7H6N2O2 in a non-equilibrium geometry.

The geometry in XYZ format:
```
17
C7H6N2O2 | the Open Molecules 2025 dataset | ωB97M-V/def2-TZVPD
O -1.77 -0.56 -0.84
O -2.04 1.31 0.50
N 1.20 1.13 1.03
N 1.25 1.47 -1.34
C 1.47 -0.07 0.72
C -0.65 0.29 -0.95
C 1.50 -0.79 -0.70
C -2.61 0.07 0.13
C 0.74 1.99 -0.08
C -0.96 1.45 -0.23
C 0.69 0.23 -1.39
H -2.57 -0.58 0.95
H 1.78 -0.67 1.64
H 2.52 -0.89 -1.20
H -3.55 0.07 -0.41
H 0.96 -1.78 -0.60
H 1.07 3.10 0.00
```

Properties
* SMILES: C1=N[C@H]2N=C(C1)C1=C2OCO1
* energy relative to the best compared isomer or geometry (same formula, charge and spin): 741.3 kJ/mol

# 7
DFT (ωB97M-V/def2-TZVPD) results for an isolated ion of composition C3H9N5O and charge +2 in a non-equilibrium geometry.

The geometry in XYZ format:
```
18
C3H9N5O | the Open Molecules 2025 dataset | ωB97M-V/def2-TZVPD
O -1.79 1.03 -1.60
N 2.01 -0.94 0.37
N -0.29 1.25 1.34
N -0.89 0.32 -1.75
N -2.16 -0.11 1.11
N 1.55 -0.09 -1.75
C 1.17 -0.52 -0.57
C -0.34 -0.55 -0.24
C -0.92 0.21 0.89
H -2.83 -0.74 0.73
H 2.97 -1.19 0.19
H -0.78 2.03 1.79
H 0.83 0.24 -2.54
H -0.76 -1.59 -0.21
H 2.53 -0.14 -1.90
H 1.83 -1.35 1.32
H -2.76 0.53 1.71
H 0.65 1.59 1.10
```

Properties
* SMILES: NC(=[NH2+])C(N=O)C(N)=[NH2+]
* total charge: +2
* energy relative to the best compared isomer or geometry (same formula, charge and spin): 355.6 kJ/mol

Copy entry 3 word for word.
DFT (ωB97M-V/def2-TZVPD) results for a 2-piece molecular cluster, C2H7N overall in a non-equilibrium geometry.

The geometry in XYZ format:
```
10
C2H7N | the Open Molecules 2025 dataset | ωB97M-V/def2-TZVPD
N 1.32 -0.58 2.20
C -0.32 0.06 -1.52
C -1.21 1.06 -1.43
H 0.96 -0.97 3.09
H -1.23 1.89 -2.04
H 0.49 -0.40 1.67
H 0.61 0.18 -2.15
H -1.99 0.91 -0.69
H -0.42 -0.82 -0.97
H 1.78 -1.34 1.83
```

Properties
* SMILES: C=C.N
* energy relative to the best compared isomer or geometry (same formula, charge and spin): 102.6 kJ/mol